[1]
Molecular formula: C9H16NO
Method: DFT, wB97M-V/def2-TZVPD

Properties
Lowest unoccupied orbital energy (spin up / spin down)   0.87 / 0.68 eV
Energy above the lowest of the compared OMol25 structures with the same formula, charge and spin   0.0 kJ/mol
Charge   0
⟨S²⟩   0.751
Multiplicity   2

Atoms and positions in Å:
C1 3.04 0.82 -1.39
C2 1.65 0.58 -1.90
N1 3.45 -0.10 -0.30
H1 3.81 0.83 -2.16
H2 3.28 1.80 -0.95
H3 1.02 0.11 -1.15
H4 1.62 -0.17 -2.68
H5 2.75 0.06 0.46
H6 3.25 -1.12 -0.47
H7 4.41 0.10 0.08
H8 1.18 1.49 -2.29
C3 -3.14 1.05 -1.23
C4 -1.08 0.30 1.86
C5 -0.35 -0.79 1.40
C6 -2.06 0.81 1.03
C7 -2.18 0.38 -0.28
C8 -0.65 -1.40 0.20
C9 -1.53 -0.77 -0.69
O1 0.80 -1.22 2.05
H9 -0.86 0.72 2.84
H10 -2.69 1.60 1.38
H11 -0.14 -2.30 -0.13
H12 0.75 -1.02 2.99
H13 -3.59 0.42 -2.00
H14 -2.68 1.91 -1.73
H15 -1.73 -1.33 -1.60
H16 -3.99 1.53 -0.74

natural (NBO) atomic charge list, values in e, 6 entries:
1. C -0.323
2. C -0.653
3. N -1.070
4. H 0.215
5. H 0.211
6. H 0.233

---

[2]
Molecular formula: C9H16NO
Method: DFT, wB97M-V/def2-TZVPD

Properties
Lowest unoccupied orbital energy   -3.31 eV
Energy above the lowest of the compared OMol25 structures with the same formula, charge and spin   178.2 kJ/mol
Charge   +1

Atoms and positions in Å:
C1 -0.87 0.99 -2.89
C2 -0.38 -0.47 -2.87
N1 -0.53 1.53 -1.50
H1 -0.32 1.34 -3.72
H2 -1.97 0.88 -2.98
H3 -0.68 -1.04 -2.00
H4 0.70 -0.73 -2.95
H5 -1.12 2.36 -1.31
H6 -0.70 0.83 -0.77
H7 0.49 1.68 -1.43
H8 -0.78 -1.05 -3.74
C3 2.09 1.25 2.46
C4 -0.40 0.74 1.64
C5 0.96 0.40 1.97
C6 -1.24 -0.27 1.18
C7 1.34 -0.90 1.71
C8 -0.73 -1.58 1.00
C9 0.53 -1.95 1.27
O1 -1.75 -2.47 0.74
H9 -0.74 1.76 1.71
H10 -2.36 -0.24 1.16
H11 3.04 0.86 1.97
H12 2.29 1.22 3.52
H13 2.28 -1.34 2.20
H14 0.63 -3.02 1.27
H15 -1.44 -3.03 0.05
H16 1.66 2.26 2.32

natural (NBO) atomic charge list, values in e, 6 entries:
1. C -0.247
2. C -0.665
3. N -0.704
4. H 0.255
5. H 0.245
6. H 0.218

---

[3]
Molecular formula: C9H16NO
Method: DFT, wB97M-V/def2-TZVPD

Properties
Lowest unoccupied orbital energy (spin up / spin down)   -7.65 / -11.04 eV
Energy above the lowest of the compared OMol25 structures with the same formula, charge and spin   353.8 kJ/mol
Charge   +2
⟨S²⟩   0.765
Multiplicity   2

Atoms and positions in Å:
C1 2.14 -0.23 1.83
C2 2.20 -0.52 0.36
N1 0.91 -1.16 2.35
H1 2.98 -0.48 2.40
H2 2.01 0.94 1.94
H3 1.27 -0.73 -0.22
H4 2.93 -1.43 0.23
H5 1.04 -2.18 2.13
H6 0.96 -1.04 3.38
H7 -0.08 -0.80 1.95
H8 2.85 0.15 -0.36
C3 -0.16 2.00 -2.53
C4 -1.95 -0.63 0.14
C5 -2.30 0.68 0.36
C6 -1.22 -1.23 -0.98
C7 -1.66 1.64 -0.54
C8 -0.39 -0.21 -1.50
C9 -0.78 1.16 -1.50
O1 -2.22 -1.43 1.20
H9 -2.81 1.12 1.21
H10 -2.91 -2.10 1.16
H11 -1.15 -2.20 -1.51
H12 -2.07 2.62 -0.18
H13 0.19 -0.57 -2.39
H14 -0.80 2.74 -2.98
H15 0.25 1.48 -3.54
H16 0.81 2.42 -2.42

natural (NBO) atomic charge list, values in e, 6 entries:
1. C -0.198
2. C -0.716
3. N -0.734
4. H 0.243
5. H 0.255
6. H 0.224